Record 1
Molecular formula: C12H27NO17S4
Method: DFT, the ωB97M-V functional and the def2-TZVPD basis

```
61
Properties=species:S:1:pos:R:3:nbo_charge:R:1
C 4.1433 -2.5521 3.0805 -0.29
O 5.5080 -2.5260 2.6274 -0.69
S 5.7484 -1.2578 1.5443 1.66
O 6.9863 -1.6532 0.8289 -0.88
O 6.1122 0.1314 2.4470 -0.44
O 5.3390 1.2255 2.0109 -0.24
C 3.9623 1.0523 2.4186 -0.13
C 3.2542 2.3934 2.8254 -0.24
N 1.7964 2.3753 2.7058 -0.63
C 1.1816 1.1336 3.1820 -0.25
C -0.3973 1.3482 3.0819 0.10
C -0.8027 0.9296 1.6121 -0.66
O -1.0186 0.4331 3.9970 -0.72
H 3.4632 -2.1308 2.3011 0.18
H 4.0716 -1.8698 3.9675 0.18
H 3.8166 -3.5586 3.4036 0.21
H 3.3876 0.6182 1.5602 0.18
H 3.9134 0.3750 3.3046 0.19
H 3.5081 2.6190 3.8939 0.19
H 3.6427 3.2621 2.2394 0.23
H 1.4741 2.6416 1.7833 0.38
H 1.3942 0.2336 2.5503 0.16
H 1.3971 0.9283 4.2592 0.20
H -0.6263 2.4132 3.2898 0.20
H -0.5511 1.7668 0.9140 0.22
H -1.8830 0.6895 1.5415 0.23
H -0.2386 0.0418 1.2482 0.20
H -0.3949 -0.2948 4.0795 0.46
C -1.5852 5.2468 -0.2514 -0.10
C -0.7140 6.4759 -0.4412 -0.10
O -0.1007 6.6922 0.8333 -0.68
S 0.1324 5.2653 1.5570 2.53
O 1.4821 4.8597 1.3220 -0.90
O -0.4417 5.3218 2.8611 -0.88
O -0.8301 4.3846 0.6033 -0.68
H -2.5196 5.4980 0.2559 0.19
H -1.8074 4.7474 -1.1925 0.22
H -1.2873 7.3499 -0.7426 0.21
H 0.0778 6.2905 -1.1717 0.19
C -2.9310 -1.6954 -2.6385 -0.12
C -3.0706 -2.0673 -1.1742 -0.10
O -2.2027 -1.1647 -0.4810 -0.69
S -2.1658 0.2474 -1.2693 2.53
O -3.0864 1.1421 -0.6410 -0.90
O -0.8024 0.5918 -1.5158 -0.89
O -2.8291 -0.2650 -2.6503 -0.68
H -2.0153 -2.1064 -3.0641 0.20
H -3.7766 -2.0155 -3.2217 0.24
H -2.7857 -3.0990 -0.9780 0.21
H -4.0901 -1.8979 -0.8177 0.19
C -2.7705 -6.4934 -4.6925 -0.10
C -2.6706 -6.1660 -6.1708 -0.10
O -3.2505 -4.8639 -6.2969 -0.67
S -2.9571 -4.0190 -4.9522 2.53
O -1.8171 -3.1900 -5.1756 -0.88
O -4.2042 -3.5194 -4.4719 -0.90
O -2.5053 -5.2586 -4.0191 -0.68
H -3.7792 -6.8179 -4.4264 0.19
H -2.0536 -7.2531 -4.3876 0.22
H -3.2018 -6.8833 -6.7924 0.22
H -1.6284 -6.1062 -6.4941 0.20
```

Calculated values
* Kohn-Sham gap: 8.8 eV
* strongest force on any atom: 0.0553 Eh/bohr
* LUMO energy: 0.133 eV
* spin multiplicity: 1


Record 2
Molecular formula: C5H13NO
Method: DFT, the ωB97M-V functional and the def2-TZVPD basis

```
20
Properties=species:S:1:pos:R:3:nbo_charge:R:1
C 0.4770 2.2009 -0.3031 -0.67
C 1.0235 0.8565 -0.7773 -0.30
C 0.7840 -0.3826 -0.2524 0.18
C 1.2908 -1.6142 -0.8537 -0.66
N 0.3242 -0.4123 1.0776 -0.62
C -0.5306 -1.4918 1.6095 -0.41
H -0.5769 2.3912 -0.4815 0.24
H 0.6683 2.3979 0.7614 0.19
H 1.1206 2.8765 -0.8701 0.22
H 1.8629 0.8570 -1.4593 0.19
H 2.1745 -1.4226 -1.4489 0.23
H 0.5346 -2.0845 -1.4996 0.22
H 1.5413 -2.3466 -0.0802 0.21
H 0.0183 0.5093 1.3376 0.38
H -0.8674 -2.0081 0.7009 0.18
H 0.0433 -2.2366 2.1665 0.19
H -1.3956 -1.1442 2.1537 0.21
O -2.7237 1.3989 -0.4919 -0.94
H -3.5841 0.9578 -0.4198 0.47
H -2.1851 0.6978 -0.8695 0.47
```

Calculated values
* SMILES string: C/C=C(/C)NC.O
* Kohn-Sham gap: 8.2 eV
* strongest force on any atom: 0.0594 Eh/bohr
* LUMO energy: 0.718 eV
* ΔE to the lowest compared entry with this formula, charge and spin: 41.5 kcal/mol
* spin multiplicity: 1


Record 3
Molecular formula: CH5N3
Method: DFT, the ωB97M-V functional and the def2-TZVPD basis

```
9
Properties=species:S:1:pos:R:3:nbo_charge:R:1
N 0.5154 -0.2369 -1.2554 -0.89
C -0.0084 -0.0030 -0.1113 0.62
N -0.7913 1.0887 0.2067 -0.81
N 0.3609 -0.7956 0.9770 -0.83
H 1.5171 -0.2558 -1.3866 0.38
H -1.6490 0.8546 0.6960 0.37
H -1.0595 1.5674 -0.6435 0.40
H -0.1550 -0.6598 1.8286 0.37
H 0.4694 -1.7349 0.6481 0.39
```

Calculated values
* SMILES string: N=C(N)N
* Kohn-Sham gap: 9.4 eV
* strongest force on any atom: 0.0482 Eh/bohr
* LUMO energy: 0.873 eV
* ΔE to the lowest compared entry with this formula, charge and spin: 24.3 kcal/mol
* spin multiplicity: 1


no.,electronic energy (eV)
1,-92511.9782
2,-8932.2130
3,-5587.9224